Here is a 2-piece molecular cluster, C5H9N2S overall at a distorted geometry from the OMol25 dataset. Energies are from the ωB97M-V functional and the def2-TZVPD basis.

Structure (ORCA input):
```
! wB97M-V def2-TZVPD RIJCOSX def2/J DEFGRID3
* xyz 1 1
C 1.23953 0.21028 -0.99516
C 1.90882 -1.28140 0.41884
C 2.39063 0.78756 -0.22927
C -3.09853 -0.45243 0.11594
C -2.48648 0.83519 0.14584
N 1.03095 -1.07949 -0.49765
N 2.76590 -0.24808 0.61931
S 0.75195 1.56013 0.16191
H 0.98554 0.40262 -2.02636
H 1.97332 -2.19432 0.98110
H 3.12795 1.49926 -0.56859
H -3.77520 -0.58783 -0.72921
H -3.53787 -0.74117 1.07282
H -2.13140 1.27303 1.06671
H -2.38464 1.43247 -0.75057
H -2.29801 -1.19654 -0.05258
H 3.53752 -0.21929 1.26693
*
```

Results
HOMO energy (alpha / beta) = -12.373 / -12.373 eV
relative energy (zero: lowest compared OMol25 entry of this formula, charge and spin) = 347.1 kJ/mol

=====

Here is C36H39CuN5O3P2 as an isolated structure at a distorted geometry from the OMol25 dataset. Energies are from the ωB97M-V functional and the def2-TZVPD basis.

Structure (ORCA input):
```
! wB97M-V def2-TZVPD RIJCOSX def2/J DEFGRID3
* xyz 2 2
Cu -1.31768 1.02777 -1.40977
O 0.59807 1.21745 -1.14714
P 1.55481 0.99902 0.01938
C 0.89667 -0.13921 1.23753
P -0.87661 -0.04099 1.65417
O -1.69484 0.86190 0.77311
C -0.94413 0.47625 3.34895
C -0.13385 -0.19749 4.27923
C -0.15434 0.16065 5.61622
C -1.04294 1.15809 6.06016
C -1.83541 1.84028 5.14302
C -1.76876 1.50752 3.79167
C -1.49409 -1.68614 1.62157
C -2.88673 -1.81571 1.49189
C -3.47432 -3.05304 1.48261
C -2.68459 -4.15909 1.60127
C -1.28217 -4.07882 1.70577
C -0.68498 -2.81548 1.71085
C 2.05210 2.47180 0.84538
C 3.31980 3.03296 0.67734
C 3.62533 4.21536 1.32586
C 2.65860 4.85023 2.14224
C 1.37602 4.31658 2.23880
C 1.07709 3.11922 1.59788
C 3.03401 0.16713 -0.61241
C 3.90645 -0.44964 0.27758
C 5.04183 -1.08636 -0.22526
C 5.30010 -1.06549 -1.59253
C 4.42014 -0.42743 -2.48585
C 3.26875 0.16477 -1.98287
H 1.42585 -0.07625 2.19077
H 1.05077 -1.13768 0.83559
H 0.47852 -1.03575 3.95531
H 0.52072 -0.30842 6.29387
H -1.05517 1.41771 7.09833
H -2.51743 2.62500 5.45965
H -2.36520 2.06054 3.07505
H -3.48349 -0.89496 1.41601
H -4.55053 -3.12135 1.38826
H -3.14223 -5.14931 1.69154
H -0.65345 -4.95969 1.78621
H 0.37404 -2.76996 1.88902
H 4.08389 2.58513 0.03663
H 4.60528 4.64429 1.19722
H 2.88538 5.80340 2.62413
H 0.62227 4.70124 2.89157
H 0.07979 2.71233 1.70073
H 3.70904 -0.43083 1.34287
H 5.72974 -1.57063 0.44751
H 6.19450 -1.57180 -1.98165
H 4.62812 -0.41358 -3.55604
H 2.51279 0.59035 -2.65558
O -3.21292 1.12066 -1.96977
C -3.85500 2.23378 -1.25645
C -2.91424 3.38603 -1.36144
C -3.36216 4.69132 -1.45400
C -2.42638 5.69986 -1.57070
C -1.07654 5.37068 -1.53786
C -0.72645 4.03769 -1.43298
N -1.62117 3.05396 -1.35192
H -3.68986 0.28559 -1.89364
H -3.97017 1.91608 -0.20183
H -4.83103 2.42226 -1.68233
H -4.41031 4.90306 -1.48313
H -2.73532 6.72521 -1.69113
H -0.33778 6.11925 -1.68558
H 0.31054 3.72201 -1.43567
C -0.60465 -4.95003 -4.50602
C 0.42726 -4.70990 -3.37758
C 1.49137 -3.71506 -3.79622
C -0.26183 -4.33470 -2.04478
N -0.88497 -3.01544 -2.10701
C -0.32259 -1.77920 -2.04833
N -1.32431 -0.92818 -1.94425
N -2.45657 -1.64035 -1.94861
N -2.21734 -2.88026 -2.06079
H -0.10913 -5.36350 -5.37836
H -1.00503 -3.98867 -4.86878
H -1.38554 -5.64805 -4.23949
H 0.90461 -5.67059 -3.13593
H 1.09694 -2.75972 -4.12469
H 2.07385 -4.13194 -4.62431
H 2.23394 -3.57925 -2.98213
H 0.51103 -4.28614 -1.26930
H -1.04250 -5.02396 -1.75297
H 0.74666 -1.55434 -2.09566
*
```

Results
HOMO energy (alpha / beta) = -14.072 / -14.072 eV
relative energy (zero: lowest compared OMol25 entry of this formula, charge and spin) = 0.0 kJ/mol